<1>
{"formula": "C4H6N2S", "method": "the ωB97M-V functional and the def2-TZVPD basis", "smiles": "S/N=C1/C=CCN1", "total_charge": 0, "e_homo_ha": -0.3191, "gap_ev": 9.14, "e_lumo_ha": 0.0167, "symbols": ["S", "N", "N", "C", "C", "C", "C", "H", "H", "H", "H", "H", "H"], "positions_angstrom": [[-1.580, -2.158, -1.317], [-0.924, 0.383, -0.276], [0.142, -1.548, -1.218], [0.097, -0.438, -0.698], [1.193, 1.105, 0.709], [-0.372, 1.162, 1.096], [1.308, 0.298, -0.493], [-1.619, -0.277, -0.071], [-0.713, 0.862, 2.063], [1.819, 1.859, 1.053], [-1.041, -3.606, -0.777], [2.311, 0.241, -0.772], [-0.622, 2.117, 0.701]], "mulliken_charge": [-0.29, -0.46, -0.57, 0.59, -0.41, -0.35, -0.34, 0.23, 0.33, 0.40, 0.19, 0.41, 0.26]}

***

<2>
{"formula": "C4H6N2S", "method": "the ωB97M-V functional and the def2-TZVPD basis", "smiles": "Cc1c[nH]c(S)n1", "total_charge": 0, "e_homo_ha": -0.3060, "gap_ev": 8.96, "e_lumo_ha": 0.0231, "symbols": ["S", "N", "N", "C", "C", "C", "C", "H", "H", "H", "H", "H", "H"], "positions_angstrom": [[0.582, 2.808, -1.524], [-0.277, 1.066, 0.418], [0.436, -0.006, -1.416], [-0.681, -0.924, 1.936], [-0.246, -0.320, 0.628], [0.187, 1.188, -0.775], [0.152, -0.999, -0.472], [1.267, 2.403, -2.634], [-0.496, -1.994, 2.035], [-1.703, -0.623, 2.125], [-0.095, -0.476, 2.784], [0.290, -2.042, -0.703], [0.584, -0.081, -2.404]], "mulliken_charge": [-0.24, -0.55, -0.08, -1.01, 0.63, 0.27, -0.53, 0.12, 0.30, 0.26, 0.26, 0.39, 0.19]}

***

Short version: <1> is the least stable of them.

***

<1>
{"formula": "C4H6N2S", "method": "the ωB97M-V functional and the def2-TZVPD basis", "smiles": "Cc1ccnn1S", "total_charge": 0, "e_homo_ha": -0.3134, "gap_ev": 9.30, "e_lumo_ha": 0.0285, "symbols": ["S", "N", "N", "C", "C", "C", "C", "H", "H", "H", "H", "H", "H"], "positions_angstrom": [[-0.712, -2.292, 0.135], [-0.541, -0.633, 0.435], [-1.285, -0.055, 1.365], [0.276, 0.179, -0.274], [-0.907, 1.208, 1.353], [1.191, -0.320, -1.392], [0.074, 1.417, 0.304], [1.982, -0.957, -1.030], [-1.353, 1.956, 2.016], [0.626, -0.847, -2.188], [1.672, 0.566, -1.855], [-1.630, -2.562, 1.042], [0.609, 2.339, 0.089]], "mulliken_charge": [-0.20, 0.74, -0.92, 0.72, -0.33, -1.32, -0.56, 0.34, 0.40, 0.34, 0.29, 0.17, 0.32]}

***

<2>
{"formula": "C4H6N2S", "method": "the ωB97M-V functional and the def2-TZVPD basis", "total_charge": 0, "e_homo_ha": -0.3145, "gap_ev": 8.72, "e_lumo_ha": 0.0060, "symbols": ["S", "N", "N", "C", "C", "C", "C", "H", "H", "H", "H", "H", "H"], "positions_angstrom": [[0.073, 1.075, 0.493], [-0.358, -1.320, -0.541], [1.147, 0.601, 1.505], [0.606, -0.853, -1.264], [-2.274, -0.656, 0.754], [-1.015, -0.476, 0.307], [0.890, 0.539, -1.113], [1.055, -1.516, -2.031], [0.533, 1.288, -1.881], [-2.622, -1.594, 0.488], [1.907, 0.796, -1.041], [1.387, 1.403, 1.997], [-2.889, -0.042, 1.318]], "mulliken_charge": [0.12, -0.52, -0.64, 0.02, -0.73, 0.44, -0.60, 0.38, 0.33, 0.32, 0.35, 0.23, 0.33]}

***

<3>
{"formula": "C4H6N2S", "method": "the ωB97M-V functional and the def2-TZVPD basis", "total_charge": 0, "e_homo_ha": [-0.2906, -0.2834], "gap_ev": [7.92, 7.77], "e_lumo_ha": [0.0004, 0.0022], "symbols": ["S", "N", "N", "C", "C", "C", "C", "H", "H", "H", "H", "H", "H"], "positions_angstrom": [[0.712, -1.899, -2.255], [0.534, -0.454, -0.020], [1.563, -1.179, 0.609], [-1.223, 1.228, 0.106], [-0.022, 0.579, 0.841], [-1.461, 0.992, -1.135], [0.149, -0.877, -1.178], [0.723, 1.436, 0.974], [1.254, -1.469, 1.519], [-2.309, 1.234, -1.796], [-0.224, 0.123, 1.761], [-1.651, 2.117, 0.607], [1.954, -1.833, -0.034]], "mulliken_charge": [-0.39, 0.40, -0.76, -0.16, -0.27, -0.64, 0.19, 0.26, 0.21, 0.30, 0.34, 0.31, 0.19]}

***

Short version: <3> is the least stable of them.

***

<1>
{"formula": "C4H6N2S", "method": "the ωB97M-V functional and the def2-TZVPD basis", "smiles": "[H]/N=C\\NC(=S)C=C", "total_charge": 0, "e_homo_ha": -0.3140, "gap_ev": 7.98, "e_lumo_ha": -0.0207, "symbols": ["S", "N", "N", "C", "C", "C", "C", "H", "H", "H", "H", "H", "H"], "positions_angstrom": [[1.985, -0.340, -1.078], [0.295, 1.888, -2.144], [-0.024, 0.933, 0.215], [-0.291, 1.777, -0.950], [0.778, -0.277, 0.070], [0.405, -1.588, 0.881], [-0.880, -1.530, 1.308], [-0.340, 1.166, 1.192], [-1.350, -2.615, 1.744], [-1.271, 2.218, -0.818], [-1.594, -0.599, 0.823], [1.254, 1.353, -2.248], [1.033, -2.385, 1.007]], "mulliken_charge": [-0.36, -0.57, -0.31, 0.00, 0.32, -0.37, -0.59, 0.36, 0.23, 0.35, 0.23, 0.25, 0.46]}

***

<2>
{"formula": "C4H6N2S", "method": "the ωB97M-V functional and the def2-TZVPD basis", "total_charge": 0, "e_homo_ha": -0.3002, "gap_ev": 7.68, "e_lumo_ha": -0.0180, "symbols": ["S", "N", "N", "C", "C", "C", "C", "H", "H", "H", "H", "H", "H"], "positions_angstrom": [[-3.254, -0.268, -0.115], [-0.136, -0.939, 0.262], [-1.755, 0.697, 0.144], [-0.526, 0.360, 0.218], [0.629, 1.285, 0.005], [1.770, 0.463, -0.105], [1.250, -1.039, 0.071], [-4.178, 1.235, 0.630], [-0.541, -1.492, -0.604], [1.686, -1.635, -0.674], [1.687, -1.624, 0.948], [2.829, 0.545, -0.738], [0.539, 2.412, -0.042]], "mulliken_charge": [-0.19, -0.40, -0.52, 0.61, -0.38, -0.24, -0.48, 0.16, 0.30, 0.30, 0.23, 0.24, 0.35]}

***

<3>
{"formula": "C4H6N2S", "method": "the ωB97M-V functional and the def2-TZVPD basis", "smiles": "C1=NN[C@H]2C[C@@H]2S1", "total_charge": 0, "e_homo_ha": -0.3051, "gap_ev": 9.22, "e_lumo_ha": 0.0338, "symbols": ["S", "N", "N", "C", "C", "C", "C", "H", "H", "H", "H", "H", "H"], "positions_angstrom": [[0.532, 1.613, 1.114], [1.147, -1.117, 0.992], [0.200, -1.417, 0.003], [-1.261, 0.558, -1.208], [-0.055, -0.205, -0.726], [-0.747, 0.748, 0.206], [1.344, 0.059, 1.452], [-1.392, 0.204, 0.898], [2.142, 0.137, 2.182], [-2.264, 0.122, -1.251], [0.565, -2.197, -0.504], [-1.058, 1.254, -2.019], [0.848, 0.243, -1.139]], "mulliken_charge": [-0.14, -0.49, -0.25, -0.58, -0.06, -0.10, -0.09, 0.25, 0.41, 0.25, 0.28, 0.23, 0.29]}

***

Short version: <2> is the least stable of them.

***

<1>
{"formula": "C2H4N4S", "method": "the ωB97M-V functional and the def2-TZVPD basis", "total_charge": 0, "e_homo_ha": -0.3251, "gap_ev": 8.62, "e_lumo_ha": -0.0084, "symbols": ["S", "N", "N", "N", "N", "C", "C", "H", "H", "H", "H"], "positions_angstrom": [[-1.324, 0.560, 2.242], [-0.540, -0.975, 1.645], [1.081, -0.014, 0.122], [-1.675, 0.106, -2.776], [1.839, 0.441, -0.703], [0.534, -0.698, 0.920], [-0.547, 0.125, -2.559], [-2.211, 0.966, 1.314], [0.580, 0.191, -2.377], [-0.361, -1.588, 2.333], [2.622, 0.887, -0.162]], "mulliken_charge": [-0.16, -0.30, 0.64, -0.39, -1.12, 0.25, 0.14, 0.18, 0.26, 0.29, 0.22]}

***

<2>
{"formula": "C2H4N4S", "method": "the ωB97M-V functional and the def2-TZVPD basis", "total_charge": 0, "e_homo_ha": [-0.3285, -0.2786], "gap_ev": [9.16, 5.92], "e_lumo_ha": [0.0083, -0.0612], "symbols": ["S", "N", "N", "N", "N", "C", "C", "H", "H", "H", "H"], "positions_angstrom": [[-4.115, 1.243, -0.261], [-2.672, 0.706, -0.172], [-1.803, 0.820, 0.725], [-1.368, -2.340, -0.263], [-0.710, -1.701, -0.946], [-0.504, 0.247, 0.550], [-0.173, -0.392, -0.877], [0.934, -0.333, -1.170], [-0.560, -0.567, 1.299], [0.181, 0.907, 0.983], [-0.669, 0.035, -1.690]], "mulliken_charge": [-0.10, 0.07, -0.22, -0.49, 0.22, -0.55, -0.26, 0.27, 0.32, 0.42, 0.31]}

***

Short version: <1> is the least stable of them.

***

<1>
{"formula": "C2H4N4S", "method": "the ωB97M-V functional and the def2-TZVPD basis", "smiles": "NN1C=NN=CS1", "total_charge": 0, "e_homo_ha": -0.3375, "gap_ev": 9.08, "e_lumo_ha": -0.0038, "symbols": ["S", "N", "N", "N", "N", "C", "C", "H", "H", "H", "H"], "positions_angstrom": [[1.097, -1.440, -0.635], [0.027, -0.011, -0.800], [2.362, 0.473, 0.528], [2.022, 1.305, -0.446], [-1.148, 0.057, -0.119], [0.751, 1.133, -0.988], [2.054, -0.736, 0.663], [-1.728, -0.839, -0.172], [-1.197, 0.109, 0.919], [0.473, 1.963, -1.695], [2.191, -1.490, 1.487]], "mulliken_charge": [-0.09, 0.07, -0.16, -0.51, -0.63, 0.01, 0.04, 0.28, 0.25, 0.38, 0.36]}

***

<2>
{"formula": "C2H4N4S", "method": "the ωB97M-V functional and the def2-TZVPD basis", "smiles": "Cc1nnnn1S", "total_charge": 0, "e_homo_ha": -0.3666, "gap_ev": 10.33, "e_lumo_ha": 0.0130, "symbols": ["S", "N", "N", "N", "N", "C", "C", "H", "H", "H", "H"], "positions_angstrom": [[1.621, -1.107, -0.882], [0.853, 0.062, 0.115], [0.707, 1.542, 1.555], [-0.540, 1.243, 1.257], [1.619, 0.915, 0.830], [-1.460, -0.460, -0.461], [-0.434, 0.261, 0.272], [-1.410, -0.445, -1.569], [-1.436, -1.467, -0.128], [2.881, -0.508, -0.720], [-2.401, -0.034, -0.270]], "mulliken_charge": [-0.16, 0.48, -0.38, -0.33, -0.32, -1.30, 0.74, 0.34, 0.34, 0.22, 0.36]}

***

Short version: <1> is the least stable of them.

***

<1>
{"formula": "C2H6NO3", "method": "the ωB97M-V functional and the def2-TZVPD basis", "s2": 0.7561, "total_charge": 0, "e_homo_ha": [-0.3107, -0.3107], "multiplicity": 2, "gap_ev": [8.23, 4.48], "e_lumo_ha": [-0.0083, -0.1462], "symbols": ["O", "O", "O", "N", "C", "C", "H", "H", "H", "H", "H", "H"], "positions_angstrom": [[0.961, -0.354, 3.145], [-0.513, 0.055, -1.597], [-2.825, 0.136, -2.530], [0.716, 0.193, 0.431], [1.628, 0.163, 2.064], [0.505, -0.196, -0.884], [-1.640, -0.230, -2.110], [1.237, -0.905, -1.466], [-2.928, 0.117, -3.487], [2.060, 1.204, 2.075], [2.467, -0.658, 1.731], [0.013, 0.622, 1.013]], "mulliken_charge": [-0.21, -0.50, -0.82, -0.35, -0.06, 0.14, 0.41, 0.29, 0.24, 0.34, 0.26, 0.26]}

***

<2>
{"formula": "C2H6NO3", "method": "the ωB97M-V functional and the def2-TZVPD basis", "s2": 0.7556, "total_charge": 0, "e_homo_ha": [-0.3852, -0.3845], "multiplicity": 2, "gap_ev": [11.05, 7.05], "e_lumo_ha": [0.0207, -0.1255], "symbols": ["O", "O", "O", "N", "C", "C", "H", "H", "H", "H", "H", "H"], "positions_angstrom": [[-0.742, 1.063, -0.289], [0.942, -2.914, 0.085], [0.421, 3.552, -0.287], [-0.619, -1.194, 0.478], [-0.269, -2.496, 0.409], [0.159, 0.031, -0.041], [0.774, -0.407, -0.902], [-1.473, -0.791, 0.346], [1.048, 3.285, -0.994], [-0.261, 2.721, -0.203], [-1.054, -3.227, 0.828], [1.075, 0.377, 0.568]], "mulliken_charge": [-0.44, -0.58, -0.66, -0.16, 0.14, -0.14, 0.31, 0.21, 0.29, 0.41, 0.31, 0.32]}

***

Short version: <1> is the least stable of them.